Entry 1:
The ion C9H12IN2O2S with charge +1, computed with ωB97M-V with the def2-TZVPD basis set.

Output
HOMO level, eV: -12.18
Total charge: +1
Gap between HOMO and LUMO, eV: 6.78
E_tot, Eh: -1305.5465

CARTESIAN COORDINATES (ANGSTROEM)
O: 5.224339 -1.000956 0.366769
C: 4.597027 -0.071788 0.921768
C: 3.619024 0.827892 0.031538
C: 2.213411 0.156154 -0.288424
N: 2.192088 -1.069465 -0.976065
N: 1.020218 -1.603326 -1.227937
O: 1.098241 -2.813166 -1.861106
C: -0.316017 -1.189773 -0.984806
C: -0.484200 0.173348 -0.217168
C: -1.889090 0.816647 0.150722
C: -3.074548 -0.192132 -0.232274
C: -4.497577 0.435110 0.179778
I: -5.072998 -0.545096 2.075081
C: 0.880135 0.807430 0.135421
S: 0.883838 2.401675 1.093886
H: 4.752654 0.168955 2.040460
H: 3.530636 1.866947 0.483945
H: 4.148179 0.969246 -0.985391
H: 1.061768 -3.537470 -1.194673
H: -1.224853 -1.818433 -1.296715
H: -1.927479 1.207257 1.226736
H: -2.005792 1.753317 -0.517220
H: -2.883204 -1.176144 0.307269
H: -3.005605 -0.366683 -1.365604
H: -5.234146 0.219729 -0.659471
H: -4.423089 1.564486 0.351290
H: 0.817040 2.016239 2.442193

Cartesian forces (eV/Å) of the 2 atoms listed first:
O -2.2 3.2 2.2
C 1.4 -2.4 -1.8

Entry 2:
A structure of composition C9H12MnN2O4S, computed with ωB97M-V with the def2-TZVPD basis set.

Output
HOMO level (spin up / spin down), eV: -21.30 / -20.43
Total charge: +3
Gap between HOMO and LUMO (spin up / spin down), eV: 8.22 / 3.93
E_tot, Eh: -2308.4585
Expectation value of S²: 6.067
Spin multiplicity: 5

CARTESIAN COORDINATES (ANGSTROEM)
O: 0.693632 -0.238875 -4.622839
C: -0.260780 -0.479643 -4.002234
Mn: -1.687760 -0.132563 -2.865043
O: -2.426259 -2.801889 -4.348794
C: -2.191715 -1.830212 -3.794897
C: -2.488896 1.172144 -3.834133
O: -3.000668 2.106248 -4.422463
C: -3.169437 -0.746331 -1.937860
O: -4.112243 -0.643773 -1.253997
C: -0.356028 0.737622 3.640126
C: -0.322889 -0.215340 2.431419
N: -0.699137 0.562665 1.174965
C: -0.003909 0.604933 0.071440
S: -0.748685 1.299994 -1.431593
N: 1.234763 0.025068 -0.018511
C: 2.361443 0.417045 1.003841
C: 3.274838 -0.794356 1.164286
H: 0.396489 1.518421 3.517978
H: -0.047230 0.193011 4.524022
H: -1.326298 1.212884 3.828629
H: 0.662344 -0.657629 2.208436
H: -1.149989 -0.947925 2.553932
H: -1.671557 0.876382 1.189582
H: 1.604635 0.014991 -0.967263
H: 2.937456 1.198362 0.469710
H: 1.883577 0.785728 1.940200
H: 3.845735 -1.077597 0.272084
H: 3.987734 -0.490755 1.912049
H: 2.780834 -1.668610 1.596925

Cartesian forces (eV/Å) of the 2 atoms listed first:
O -4.6 -1.8 2.6
C 7.6 2.4 -3.8